The following is a DFT calculation (the ωB97M-V functional and the def2-TZVPD basis) of an isolated ion of composition C5H6NO3 and charge +1.

CARTESIAN COORDINATES (ANGSTROEM)
H 0.268 3.694 -0.287
C -1.063 -0.521 -0.114
O -1.626 2.311 -0.643
N 0.349 -2.216 0.586
H -2.144 -0.448 -0.271
C 1.493 -2.185 0.798
H 1.030 0.327 0.021
O 0.571 2.834 -0.252
H 3.204 -2.685 0.340
H -1.764 3.272 -0.930
H -1.601 -2.589 -0.019
C -0.094 0.568 -0.080
C -0.850 -1.854 0.033
C -0.417 1.911 -0.293
O 2.645 -2.418 1.112

Summary:
SMILES: OC#[N+]/C=C\C=C(O)O
HOMO level in eV: -12.03
Charge: +1

The following is a DFT calculation (the ωB97M-V functional and the def2-TZVPD basis) of an isolated ion of composition C4H8N3S and charge +1.

CARTESIAN COORDINATES (ANGSTROEM)
C -0.320 0.172 -0.118
H 1.800 -1.565 0.620
N -2.492 0.332 -0.371
N -1.408 0.974 0.071
C 1.377 0.576 0.243
H -0.321 -1.918 -0.836
H 1.315 1.124 1.132
H 3.212 -0.695 0.583
C 2.155 -0.676 0.090
H -2.792 -1.676 -0.947
C -2.137 -0.823 -0.797
H 1.766 1.294 -0.521
N -0.787 -0.948 -0.603
H -2.527 2.355 1.392
H 2.490 -0.928 -0.912
S -1.329 2.401 0.974

Summary:
SMILES: CCc1[nH+]cnn1S
HOMO level in eV: -13.87
Charge: +1

The following is a DFT calculation (the ωB97M-V functional and the def2-TZVPD basis) of C7H10O7P2Pd as an isolated structure.

CARTESIAN COORDINATES (ANGSTROEM)
O -3.482 -0.232 1.161
O -0.383 -3.540 2.018
H 0.722 2.443 3.928
H -4.182 -0.785 0.774
H 0.428 3.095 -0.328
C 0.450 2.844 1.793
H -0.405 -4.509 1.997
O -1.812 -2.048 0.601
C 1.750 1.495 0.279
P -2.038 -0.690 1.291
H -0.319 3.587 1.971
O 0.673 -1.582 0.889
O -1.057 0.382 0.633
O -1.430 -0.630 2.706
C 2.127 1.323 2.733
C 2.044 0.996 -1.075
C 0.849 2.556 0.510
H 2.666 0.904 3.575
H 3.124 0.101 1.247
H 3.028 0.535 -1.142
Pd 0.333 0.017 1.940
C 1.037 2.177 2.927
H 1.305 0.219 -1.327
O -0.050 -3.531 -0.582
C 2.369 0.858 1.426
H 1.934 1.785 -1.819
P -0.306 -2.814 0.641

Summary:
HOMO level (spin up / spin down) in eV: -18.11 / -18.11
Charge: +2

charge of number 1 (C5H6NO3)?
+1